ORCA calculation (wB97M-V/def2-TZVPD) on 2 unconnected molecules or ions with the total composition C4H11NOS.

Each line ends with the Löwdin charge.
Atoms and positions in Å:
1 S -1.06 -1.00 3.42  0.836
2 O -0.51 -2.38 2.54  -0.469
3 N -0.19 0.24 3.16  -0.413
4 C -0.17 2.32 -0.14  -0.021
5 C 0.48 -0.68 -1.46  -0.106
6 C 0.09 -0.15 -0.10  -0.326
7 C -0.61 1.10 -0.31  -0.285
8 H 1.56 -0.49 -1.67  0.080
9 H -0.53 -0.83 0.44  0.062
10 H 0.93 0.14 0.70  0.140
11 H 0.14 0.05 -2.24  0.082
12 H -0.69 3.19 -0.50  0.040
13 H 0.46 -2.73 2.71  0.103
14 H -1.62 1.04 -0.76  0.118
15 H -0.50 -1.42 4.62  -0.013
16 H 0.13 -1.74 -1.56  0.088
17 H -0.61 1.00 2.57  -0.004
18 H 0.90 2.60 0.17  0.088

Calculated values
- DFT total energy: -18695.5234 eV
- Energy above the lowest of the compared OMol25 structures with the same formula, charge and spin: 101.4 kcal/mol
- Gap between HOMO and LUMO: 10.04 eV
- Total charge: 0
- LUMO energy: 0.5 eV